No. 1
A structure of composition C51H78AsCsN6O in a non-equilibrium geometry, computed with the ωB97M-V functional and the def2-TZVPD basis.

Output
2S+1: 1
Gap between HOMO and LUMO (eV): 4.28
LUMO energy (Eh): 0.1260
Highest occupied orbital energy (Ha): -0.031
Calculated total energy (hartree): -4649.8345
Maximum force (eV/A): 2.0
Energy above the lowest of the compared OMol25 structures with the same formula, charge and spin (kcal/mol): 27.5
Molar mass (g/mol): 999.05
Net charge: -2

Atoms and positions in Å:
1 Cs -1.336 0.144 1.084
2 N -0.250 2.759 -1.513
3 C -1.342 3.112 -2.267
4 C -2.033 4.287 -2.026
5 C -3.102 4.686 -2.837
6 C -3.528 3.914 -3.885
7 C -2.869 2.698 -4.160
8 C -3.263 1.833 -5.203
9 C -2.567 0.674 -5.416
10 C -1.474 0.382 -4.586
11 N -1.078 1.155 -3.608
12 C -1.757 2.297 -3.372
13 H -0.198 3.156 -0.587
14 H 0.058 1.799 -1.610
15 H -1.735 4.901 -1.184
16 H -3.604 5.622 -2.624
17 H -4.373 4.209 -4.496
18 H -4.122 2.094 -5.810
19 H -2.849 -0.010 -6.207
20 H -0.903 -0.531 -4.729
21 N 1.862 2.462 1.612
22 C 1.896 3.740 1.138
23 C 2.519 4.090 -0.074
24 C 2.589 5.408 -0.489
25 C 2.037 6.426 0.278
26 C 1.398 6.094 1.470
27 C 1.334 4.784 1.901
28 H 1.011 2.173 2.201
29 H 2.151 1.737 0.968
30 H 2.926 3.299 -0.692
31 H 3.070 5.647 -1.431
32 H 2.091 7.457 -0.049
33 H 0.936 6.875 2.064
34 H 0.837 4.517 2.827
35 C 3.189 -2.430 -2.761
36 C 2.750 -1.367 -3.767
37 As 2.278 0.346 -2.891
38 C 4.101 0.720 -2.170
39 C 5.296 0.641 -3.113
40 C 2.437 1.444 -4.538
41 C 2.382 2.942 -4.247
42 H 3.363 -3.391 -3.253
43 H 2.436 -2.569 -1.985
44 H 4.116 -2.142 -2.261
45 H 1.860 -1.706 -4.302
46 H 3.532 -1.195 -4.513
47 H 4.235 0.016 -1.345
48 H 4.071 1.713 -1.717
49 H 5.389 -0.349 -3.562
50 H 6.224 0.846 -2.572
51 H 5.218 1.375 -3.918
52 H 1.612 1.166 -5.196
53 H 3.364 1.191 -5.059
54 H 1.447 3.200 -3.747
55 H 2.455 3.528 -5.167
56 H 3.203 3.242 -3.592
57 C 1.197 0.627 4.445
58 C -0.060 1.477 4.169
59 C -1.257 0.879 4.930
60 O -0.318 1.619 2.830
61 H 1.325 0.440 5.515
62 H 2.082 1.142 4.067
63 H 1.124 -0.332 3.924
64 H 0.129 2.473 4.645
65 H -1.507 -0.106 4.524
66 H -2.122 1.537 4.815
67 H -1.025 0.775 5.994
68 C -3.563 3.485 2.478
69 C -4.307 2.210 2.174
70 C -5.370 1.787 2.982
71 C -5.998 0.576 2.704
72 C -7.174 0.134 3.541
73 C -5.563 -0.228 1.663
74 C -4.489 0.157 0.799
75 C -3.925 1.438 1.103
76 N -3.923 -0.483 -0.218
77 C -4.375 -1.694 -0.851
78 C -3.942 -1.568 -2.326
79 C -5.896 -1.983 -0.865
80 C -3.658 -2.921 -0.248
81 H -4.098 4.091 3.212
82 H -3.419 4.078 1.572
83 H -2.571 3.253 2.879
84 H -5.698 2.399 3.817
85 H -7.286 0.768 4.422
86 H -7.057 -0.899 3.876
87 H -8.104 0.190 2.967
88 H -6.056 -1.181 1.528
89 H -3.136 1.784 0.445
90 H -4.500 -0.757 -2.800
91 H -4.127 -2.497 -2.881
92 H -2.882 -1.318 -2.377
93 H -6.453 -1.051 -0.977
94 H -6.225 -2.479 0.049
95 H -6.143 -2.640 -1.704
96 H -2.577 -2.800 -0.352
97 H -3.962 -3.846 -0.752
98 H -3.896 -3.008 0.815
99 C 0.067 -5.258 -3.204
100 C -1.046 -4.335 -2.699
101 C -0.581 -2.965 -2.545
102 N -0.214 -1.884 -2.422
103 H -0.318 -6.271 -3.324
104 H 0.881 -5.279 -2.483
105 H 0.458 -4.918 -4.163
106 H -1.402 -4.678 -1.726
107 H -1.895 -4.327 -3.385
108 C 4.889 -2.651 5.450
109 C 4.426 -2.118 4.115
110 C 4.936 -0.918 3.633
111 C 4.486 -0.423 2.398
112 C 4.986 0.917 1.916
113 C 3.579 -1.146 1.660
114 C 3.040 -2.407 2.095
115 C 3.503 -2.841 3.376
116 N 2.200 -3.019 1.268
117 C 1.604 -4.296 1.561
118 C 0.915 -4.717 0.250
119 C 0.513 -4.192 2.647
120 C 2.595 -5.427 1.944
121 H 5.548 -1.936 5.946
122 H 5.435 -3.591 5.328
123 H 4.041 -2.848 6.111
124 H 5.655 -0.351 4.217
125 H 5.961 1.147 2.350
126 H 4.291 1.708 2.209
127 H 5.075 0.941 0.828
128 H 3.216 -0.779 0.703
129 H 3.126 -3.764 3.801
130 H 0.318 -3.875 -0.108
131 H 0.273 -5.596 0.388
132 H 1.681 -4.941 -0.497
133 H -0.203 -3.432 2.338
134 H 0.946 -3.891 3.602
135 H -0.009 -5.147 2.779
136 H 3.565 -5.239 1.478
137 H 2.228 -6.400 1.600
138 H 2.743 -5.493 3.022

Mulliken population analysis, charges in e, atoms 1 to 6: 0.922 0.749 -0.248 -0.533 -0.796 -0.945


No. 2
A structure of composition C51H78CrN3O3Se in a non-equilibrium geometry, computed with the ωB97M-V functional and the def2-TZVPD basis.

Output
2S+1: 2
Gap between HOMO and LUMO (spin up / spin down) (eV): 4.61 / 4.70
LUMO energy (spin up / spin down) (Eh): 0.1446 / 0.1446
Highest occupied orbital energy (spin up / spin down) (Ha): -0.025 / -0.028
Calculated total energy (hartree): -5826.1053
Maximum force (eV/A): 1.7
Molar mass (g/mol): 912.16
<S²>: 0.88
Net charge: -2

Atoms and positions in Å:
1 Cr 0.349 -0.228 -0.421
2 C 0.763 1.185 -8.214
3 C -0.542 1.437 -7.440
4 C -1.081 2.828 -7.806
5 C -1.563 0.393 -7.897
6 C -0.259 1.362 -5.947
7 C -0.926 0.524 -5.066
8 C -0.555 0.406 -3.736
9 C -1.265 -0.646 -2.921
10 N -1.565 -0.373 -1.495
11 C -2.301 0.888 -1.344
12 C -1.414 2.020 -0.821
13 N -0.596 1.632 0.327
14 C -1.425 1.405 1.521
15 C -2.018 -0.002 1.694
16 N -1.124 -1.058 1.225
17 C -1.867 -2.024 0.422
18 C -2.316 -1.526 -0.970
19 C -0.469 -1.832 2.327
20 C -0.135 -1.169 3.641
21 C -0.487 -1.797 4.821
22 C -0.043 -1.343 6.058
23 C 0.788 -0.221 6.066
24 C 1.173 0.445 4.927
25 C 0.702 -0.009 3.642
26 O 0.970 0.582 2.561
27 C 2.111 1.645 4.969
28 C 2.593 2.014 6.378
29 C 1.383 2.856 4.373
30 C 3.339 1.349 4.101
31 C -0.364 -2.018 7.386
32 C -1.231 -3.270 7.231
33 C 0.941 -2.439 8.083
34 C -1.114 -1.034 8.301
35 C 0.362 2.723 0.619
36 C 1.877 2.509 0.601
37 C 2.579 3.678 0.835
38 C 3.961 3.737 0.914
39 C 4.659 2.542 0.736
40 C 4.029 1.340 0.505
41 C 2.591 1.286 0.455
42 O 2.019 0.169 0.286
43 C 4.803 0.041 0.287
44 C 6.325 0.239 0.356
45 C 4.407 -0.995 1.345
46 C 4.479 -0.544 -1.094
47 C 4.638 5.069 1.214
48 C 4.178 5.562 2.595
49 C 4.250 6.102 0.145
50 C 6.167 4.970 1.232
51 C 0.567 1.116 -3.223
52 O 0.971 0.948 -2.013
53 C 1.177 2.079 -4.104
54 C 0.754 2.155 -5.411
55 C 2.239 3.047 -3.587
56 C 2.826 3.967 -4.666
57 C 3.394 2.293 -2.927
58 C 1.567 3.933 -2.535
59 H 0.572 1.188 -9.288
60 H 1.184 0.223 -7.932
61 H 1.502 1.952 -7.996
62 H -1.304 2.878 -8.873
63 H -0.352 3.599 -7.568
64 H -1.991 3.036 -7.248
65 H -1.673 0.438 -8.981
66 H -2.537 0.577 -7.450
67 H -1.234 -0.607 -7.627
68 H -1.758 -0.078 -5.411
69 H -0.630 -1.539 -2.927
70 H -2.210 -0.897 -3.439
71 H -3.146 0.756 -0.659
72 H -2.712 1.200 -2.317
73 H -2.064 2.881 -0.568
74 H -0.747 2.329 -1.627
75 H -2.241 2.151 1.564
76 H -0.764 1.543 2.375
77 H -2.982 -0.084 1.175
78 H -2.217 -0.135 2.768
79 H -2.758 -2.390 0.972
80 H -1.199 -2.871 0.261
81 H -3.399 -1.309 -0.978
82 H -2.151 -2.369 -1.645
83 H 0.463 -2.205 1.886
84 H -1.113 -2.698 2.560
85 H -1.108 -2.684 4.760
86 H 1.147 0.132 7.024
87 H 1.760 2.296 7.022
88 H 3.274 2.865 6.316
89 H 3.130 1.186 6.837
90 H 0.457 3.058 4.914
91 H 1.158 2.616 3.341
92 H 2.010 3.747 4.396
93 H 3.925 0.539 4.534
94 H 3.972 2.232 4.003
95 H 3.006 1.057 3.109
96 H -0.729 -4.013 6.616
97 H -2.188 -3.027 6.776
98 H -1.422 -3.713 8.211
99 H 1.497 -3.128 7.450
100 H 0.730 -2.930 9.035
101 H 1.573 -1.577 8.276
102 H -2.050 -0.731 7.836
103 H -0.518 -0.142 8.473
104 H -1.334 -1.494 9.267
105 H 0.133 3.122 1.616
106 H 0.147 3.557 -0.066
107 H 1.998 4.585 0.972
108 H 5.734 2.559 0.785
109 H 6.639 0.593 1.338
110 H 6.668 0.941 -0.404
111 H 6.815 -0.716 0.170
112 H 4.617 -0.633 2.349
113 H 4.952 -1.925 1.182
114 H 3.346 -1.208 1.264
115 H 4.817 0.119 -1.888
116 H 3.410 -0.709 -1.199
117 H 4.970 -1.509 -1.214
118 H 3.100 5.702 2.613
119 H 4.656 6.507 2.857
120 H 4.432 4.822 3.352
121 H 3.175 6.264 0.133
122 H 4.548 5.746 -0.839
123 H 4.741 7.058 0.333
124 H 6.502 4.278 2.000
125 H 6.601 5.949 1.447
126 H 6.544 4.637 0.268
127 H 1.232 2.867 -6.067
128 H 3.302 3.398 -5.462
129 H 3.583 4.602 -4.208
130 H 2.064 4.615 -5.097
131 H 3.945 1.714 -3.667
132 H 3.004 1.618 -2.173
133 H 4.074 2.992 -2.439
134 H 0.658 4.388 -2.933
135 H 2.236 4.721 -2.195
136 H 1.329 3.309 -1.686
137 Se 0.929 -2.489 -1.133

Mulliken population analysis, charges in e, atoms 1 to 6: -0.630 -1.634 2.210 -1.680 -2.225 -0.682


No. 3
A cluster of 17 separate species, C51H81F11O39 in total in a non-equilibrium geometry, computed with the ωB97M-V functional and the def2-TZVPD basis.

Output
2S+1: 1
Gap between HOMO and LUMO (eV): 9.93
LUMO energy (Eh): -0.0161
Highest occupied orbital energy (Ha): -0.381
Calculated total energy (hartree): -6024.9507
Maximum force (eV/A): 4.8
Molar mass (g/mol): 1527.15

Atoms and positions in Å:
1 C 2.255 -3.965 3.181
2 C 2.949 -2.814 3.866
3 C 2.714 -1.534 3.128
4 O 2.452 -2.718 5.234
5 H 2.646 -4.117 2.192
6 H 1.162 -3.742 3.157
7 H 2.402 -4.804 3.871
8 H 4.040 -2.958 3.867
9 H 1.647 -1.351 3.092
10 H 3.061 -1.709 2.112
11 H 3.195 -0.746 3.700
12 H 2.698 -3.549 5.678
13 C -0.497 -6.911 1.300
14 C 0.485 -8.043 0.997
15 C 1.787 -7.818 1.654
16 O -0.029 -9.304 1.492
17 H -0.825 -6.956 2.328
18 H -1.370 -7.017 0.653
19 H -0.083 -5.921 1.079
20 H 0.639 -8.064 -0.106
21 H 2.388 -8.725 1.535
22 H 1.666 -7.636 2.730
23 H 2.283 -6.951 1.195
24 H -0.957 -9.273 1.245
25 C -4.449 1.733 -4.206
26 C -5.612 1.953 -5.235
27 C -6.025 3.416 -5.214
28 O -5.207 1.695 -6.590
29 H -3.539 2.271 -4.510
30 H -4.089 0.705 -4.361
31 H -4.729 1.861 -3.163
32 H -6.464 1.328 -4.950
33 H -6.514 3.660 -6.184
34 H -5.159 4.035 -5.001
35 H -6.732 3.551 -4.395
36 H -5.128 0.750 -6.757
37 C -0.302 5.588 -1.108
38 C -1.585 4.734 -1.122
39 C -1.809 3.994 -2.393
40 O -1.551 3.875 0.008
41 H -0.405 6.363 -1.860
42 H 0.565 5.014 -1.402
43 H -0.150 6.054 -0.131
44 H -2.375 5.506 -1.071
45 H -2.797 3.492 -2.304
46 H -0.958 3.321 -2.527
47 H -1.783 4.700 -3.240
48 H -2.296 3.241 0.014
49 C -5.050 1.247 2.441
50 C -4.611 2.504 1.744
51 C -3.828 3.412 2.568
52 O -3.895 2.170 0.534
53 H -4.156 0.644 2.660
54 H -5.751 0.733 1.810
55 H -5.523 1.520 3.404
56 H -5.559 3.010 1.411
57 H -2.924 2.883 2.901
58 H -4.394 3.710 3.461
59 H -3.514 4.302 2.051
60 H -4.327 1.410 0.096
61 C 4.820 1.002 1.638
62 C 5.139 1.501 0.252
63 C 4.998 2.957 -0.011
64 O 6.458 0.970 -0.139
65 H 5.005 -0.064 1.638
66 H 3.842 1.273 2.044
67 H 5.562 1.478 2.310
68 H 4.470 0.941 -0.427
69 H 5.310 3.184 -1.021
70 H 5.612 3.522 0.700
71 H 3.983 3.358 0.136
72 H 7.160 1.504 0.262
73 C 3.450 3.526 6.389
74 C 2.852 2.242 5.910
75 O 3.520 1.240 6.659
76 C 4.277 1.868 7.610
77 O 4.828 1.213 8.418
78 O 4.360 3.179 7.410
79 F 3.133 2.078 4.579
80 H 2.702 4.268 6.737
81 H 4.059 3.928 5.569
82 H 1.779 2.100 5.959
83 C -0.871 1.652 -5.280
84 C -1.060 0.447 -4.526
85 O 0.171 0.073 -4.135
86 C 1.123 0.673 -4.827
87 O 2.309 0.638 -4.683
88 O 0.511 1.509 -5.715
89 F -1.667 -0.487 -5.323
90 H -0.904 2.505 -4.596
91 H -1.472 1.763 -6.172
92 H -1.703 0.446 -3.643
93 C 3.347 -1.671 -1.309
94 C 3.799 -1.383 -2.712
95 O 2.901 -2.012 -3.546
96 C 2.136 -2.901 -2.783
97 O 1.345 -3.695 -3.217
98 O 2.249 -2.646 -1.454
99 F 5.027 -1.936 -2.969
100 H 2.989 -0.805 -0.737
101 H 4.054 -2.144 -0.672
102 H 3.974 -0.326 -2.978
103 C 1.357 4.314 2.845
104 C -0.134 4.165 2.736
105 O -0.544 4.905 3.842
106 C 0.453 4.822 4.782
107 O 0.286 5.111 5.931
108 O 1.613 4.590 4.207
109 F -0.392 2.847 2.944
110 H 1.764 5.166 2.309
111 H 1.921 3.407 2.571
112 H -0.679 4.466 1.850
113 C -1.192 -4.885 -2.311
114 C -1.815 -3.566 -2.248
115 O -3.023 -3.926 -1.631
116 C -3.380 -5.237 -1.860
117 O -4.391 -5.703 -1.519
118 O -2.287 -5.826 -2.335
119 F -2.147 -3.156 -3.517
120 H -0.567 -5.128 -1.448
121 H -0.684 -4.957 -3.248
122 H -1.383 -2.758 -1.661
123 C 7.527 1.198 -3.240
124 C 8.166 0.106 -3.924
125 O 7.560 0.212 -5.225
126 C 6.289 0.649 -4.961
127 O 5.453 0.751 -5.843
128 O 6.241 1.261 -3.805
129 F 7.811 -1.003 -3.313
130 H 8.023 2.152 -3.443
131 H 7.466 1.059 -2.168
132 H 9.234 0.200 -4.053
133 C -1.770 -0.930 4.057
134 C -2.165 -1.163 5.500
135 O -1.644 -0.094 6.173
136 C -0.859 0.649 5.354
137 O -0.351 1.668 5.695
138 O -0.815 0.150 4.124
139 F -1.561 -2.351 5.913
140 H -2.609 -0.626 3.429
141 H -1.291 -1.796 3.608
142 H -3.227 -1.294 5.745
143 C -7.088 -2.357 -0.523
144 C -6.387 -2.889 -1.805
145 O -5.276 -2.024 -2.017
146 C -5.427 -0.947 -1.196
147 O -4.751 0.009 -1.279
148 O -6.575 -1.031 -0.463
149 F -7.346 -2.777 -2.826
150 H -6.903 -2.942 0.373
151 H -8.175 -2.392 -0.737
152 H -6.082 -3.927 -1.765
153 C 3.828 3.079 -4.240
154 C 2.534 3.867 -4.546
155 O 2.817 5.143 -4.064
156 C 3.960 5.074 -3.331
157 O 4.340 5.949 -2.624
158 O 4.640 3.984 -3.483
159 F 1.453 3.371 -3.825
160 H 4.362 2.785 -5.148
161 H 3.573 2.218 -3.653
162 H 2.167 3.928 -5.544
163 C -1.040 0.446 -0.173
164 C -0.071 0.087 0.827
165 O 1.173 0.567 0.291
166 C 1.000 0.894 -1.025
167 O 1.844 1.337 -1.704
168 O -0.233 0.532 -1.373
169 F 0.074 -1.230 0.984
170 H -1.409 1.442 0.031
171 H -1.905 -0.189 -0.298
172 H -0.120 0.620 1.795
173 C -4.944 -4.743 2.306
174 C -3.674 -4.698 3.130
175 O -2.882 -3.702 2.549
176 C -3.598 -3.132 1.523
177 O -3.206 -2.205 0.898
178 O -4.786 -3.715 1.342
179 F -3.034 -5.910 3.061
180 H -5.878 -4.549 2.833
181 H -5.080 -5.666 1.721
182 H -3.811 -4.480 4.210

Mulliken population analysis, charges in e, atoms 1 to 6: -0.753 0.017 0.560 -0.526 0.316 -0.059


Which value of 2S+1 does entry 1 give?
1


Which formula does entry 2 have?
C51H78CrN3O3Se


maximum force of number 2 (C51H78CrN3O3Se)?
1.7 eV/A